1.
Entry from the OMol25 dataset: C4H9NO2 in the gas phase (wB97M-V/def2-TZVPD).

Last column: Mulliken charge in e.
Geometry (Å):
O1 1.6719 0.2037 1.8479  -0.490
C1 1.0955 -0.8592 1.7604  0.026
N1 -0.0206 -1.0488 0.9811  -0.311
C2 -0.6608 0.1115 0.3486  -0.900
C3 -0.3035 0.6337 -1.0585  0.579
C4 -1.5236 1.3724 -1.6536  -1.229
O2 0.0628 -0.5185 -1.8043  -0.590
H1 1.2970 -1.6905 2.4535  0.379
H2 -0.1045 -1.6496 0.1958  0.314
H3 -1.6805 -0.3171 0.2566  0.343
H4 -0.7175 0.9796 1.0593  0.424
H5 0.6334 1.3413 -0.9654  0.182
H6 -2.3809 0.5850 -1.6218  0.293
H7 -1.9321 2.1149 -0.9245  0.312
H8 -1.4278 1.7999 -2.6276  0.338
H9 0.9340 -0.8543 -1.4238  0.330

Total charge = 0
Energy relative to the best compared isomer or geometry (same formula, charge and spin) = 205.3 kJ/mol
Frontier orbital gap = 10.6 eV
SMILES = C[C@H](O)CNC=O

2.
Entry from the OMol25 dataset: a gas-phase ion, C2HO4 (charge -1) (wB97M-V/def2-TZVPD).

Last column: Mulliken charge in e.
Geometry (Å):
C1 -1.0813 0.4049 0.0114  0.500
C2 0.5563 -0.1203 -0.2001  0.208
O1 -1.1085 1.1573 0.9568  -0.631
O2 -1.8599 0.0359 -0.8335  -0.661
O3 1.2576 -0.3644 0.9758  -0.278
O4 0.9431 -1.4375 0.0740  -0.318
H1 1.2926 0.3241 -0.9844  0.180

Total charge = -1
Energy relative to the best compared isomer or geometry (same formula, charge and spin) = 439.1 kJ/mol
Frontier orbital gap = 8.6 eV
SMILES = O=C([O-])C1OO1

3.
Entry from the OMol25 dataset: 2 unconnected molecules or ions with the total composition C25H26O7 (wB97M-V/def2-TZVPD).

Last column: Mulliken charge in e.
Geometry (Å):
C1 4.6339 -0.9314 3.8451  -1.329
C2 3.8865 0.3597 3.6685  0.046
O1 2.5321 0.0039 3.3042  -0.194
C3 1.7524 1.0858 3.0380  0.035
C4 0.3784 0.6651 2.7537  1.839
C5 -0.6435 1.5504 3.3437  -0.534
O2 -0.3752 2.4967 4.0683  -0.694
O3 -1.9152 1.1963 3.0291  -0.201
C6 -2.9301 2.1052 3.5316  -0.228
C7 -4.2337 1.3578 3.6277  -1.183
C8 0.1064 -0.7895 2.6590  0.340
O4 0.6550 -1.5314 1.8454  -0.672
O5 -0.8498 -1.2248 3.5100  -0.292
C9 -1.1875 -2.6330 3.3961  -0.209
C10 -2.5863 -2.8217 3.9123  -1.152
O6 2.2036 2.2215 2.9914  -0.693
H1 5.7082 -0.7256 3.8895  0.387
H2 4.3383 -1.4132 4.7847  0.358
H3 4.4420 -1.6163 3.0109  0.269
H4 3.8671 0.9531 4.5973  0.353
H5 4.3338 0.9691 2.8692  0.126
H6 -2.6269 2.4901 4.5147  0.321
H7 -3.0037 2.9389 2.8185  0.253
H8 -5.0497 2.0680 3.7848  0.415
H9 -4.4374 0.7816 2.7203  0.273
H10 -4.2212 0.6755 4.4855  0.279
H11 -1.1169 -2.9281 2.3444  0.297
H12 -0.4641 -3.2045 3.9917  0.270
H13 -2.8639 -3.8730 3.8122  0.415
H14 -2.6727 -2.5434 4.9657  0.284
H15 -3.2984 -2.2312 3.3278  0.247
C11 7.6889 -0.2934 0.2733  -0.450
C12 6.6617 -1.2445 0.2100  -0.782
C13 5.3290 -0.8393 0.1643  -0.224
C14 4.9956 0.5360 0.1853  0.536
C15 3.6106 0.9849 0.2301  0.818
O7 3.5153 2.3411 0.2810  -0.425
C16 2.2867 2.9576 0.2151  0.172
C17 1.0982 2.2105 0.2346  1.193
C18 -0.1179 2.9328 0.1565  -0.397
C19 -0.1001 4.3175 0.1389  -0.725
C20 1.1111 5.0264 0.1692  -0.481
C21 2.3184 4.3462 0.1941  -0.857
C22 1.2220 0.8124 0.4300  -1.117
C23 2.4746 0.1993 0.2983  -0.431
C24 6.0433 1.4816 0.2160  -0.438
C25 7.3688 1.0722 0.2755  -0.603
H16 8.7327 -0.6126 0.3132  0.394
H17 6.8996 -2.3099 0.1955  0.384
H18 4.5167 -1.5651 0.1073  0.359
H19 -1.0469 2.3591 0.1012  0.441
H20 -1.0445 4.8645 0.1067  0.388
H21 1.1130 6.1141 0.1779  0.397
H22 3.2857 4.8445 0.2088  0.442
H23 0.3343 0.1932 0.4127  0.832
H24 2.5728 -0.8852 0.2767  0.336
H25 5.8086 2.5433 0.2040  0.422
H26 8.1573 1.8226 0.3211  0.391

Total charge = 0
Frontier orbital gap = 6.1 eV

4.
Entry from the OMol25 dataset: a molecular structure, C32H28CrN3O3S5 (wB97M-V/def2-TZVPD).

Last column: Mulliken charge in e.
Geometry (Å):
Cr1 0.6742 0.6079 1.0667  0.932
C1 -1.8913 2.9955 3.0379  -1.831
C2 -0.9134 3.2896 1.9382  0.584
C3 -1.0755 2.7203 0.6682  -1.236
C4 -0.3192 3.1693 -0.4208  0.979
C5 -0.6809 2.7184 -1.8099  -1.154
C6 0.6906 4.0959 -0.1976  -0.244
C7 0.9289 4.6061 1.0755  0.859
C8 2.0618 5.5676 1.3043  -1.666
C9 0.1040 4.2162 2.1239  -0.558
H1 -2.6585 3.7747 3.0509  0.467
H2 -1.4037 2.9802 4.0129  0.360
H3 -2.3846 2.0366 2.8881  0.298
H4 -1.8985 2.0358 0.4852  0.741
H5 -1.3599 3.4465 -2.2596  0.505
H6 -1.2014 1.7593 -1.7884  -0.072
H7 0.1946 2.6395 -2.4544  0.326
H8 1.3078 4.4222 -1.0294  0.387
H9 1.8886 6.5094 0.7782  0.387
H10 2.9986 5.1470 0.9357  0.316
H11 2.1848 5.7869 2.3641  0.370
H12 0.2673 4.6330 3.1127  0.332
O1 3.1935 1.4846 7.3444  -0.581
C10 2.7295 1.3719 6.2429  0.583
S1 3.5529 1.9056 4.7619  -0.161
C11 2.3049 1.3963 3.6438  0.084
C12 1.2164 0.8058 4.1590  0.183
S2 -0.1335 0.2284 3.2169  -0.566
S3 1.1661 0.6037 5.8989  -0.155
S4 2.5427 1.6637 1.9341  -0.517
O2 1.0763 -1.4236 0.8730  -0.493
C13 -0.0485 -1.5870 0.3332  -0.274
N1 -0.5899 -2.7030 -0.1829  0.224
C14 -1.8242 -2.3470 -0.8935  3.517
C15 -1.9323 -0.8295 -0.5334  -1.109
O3 -2.8330 -0.1052 -0.8811  -0.645
N2 -0.8429 -0.5026 0.2218  0.587
C16 -1.6335 -2.5727 -2.3905  -0.474
C17 -1.5343 -3.8898 -2.8380  -0.210
C18 -1.3097 -4.1644 -4.1760  -0.915
C19 -1.1933 -3.1215 -5.0877  -0.413
C20 -1.3012 -1.8125 -4.6490  -0.974
C21 -1.5184 -1.5347 -3.3037  -0.019
C22 -3.0496 -3.0802 -0.3697  -0.739
C23 -4.2654 -2.8827 -1.0221  -0.230
C24 -5.4067 -3.5227 -0.5726  -0.860
C25 -5.3472 -4.3694 0.5283  -0.410
C26 -4.1415 -4.5627 1.1803  -0.861
C27 -2.9933 -3.9158 0.7357  -0.455
H13 -0.0250 -3.5017 -0.4196  0.335
H14 -1.6640 -4.7073 -2.1358  0.436
H15 -1.2397 -5.1915 -4.5110  0.407
H16 -1.0267 -3.3325 -6.1363  0.396
H17 -1.2209 -0.9947 -5.3546  0.447
H18 -1.6153 -0.5075 -2.9774  0.491
H19 -4.3105 -2.2208 -1.8770  0.455
H20 -6.3474 -3.3610 -1.0832  0.399
H21 -6.2404 -4.8723 0.8757  0.404
H22 -4.0871 -5.2157 2.0422  0.408
H23 -2.0583 -4.0547 1.2637  0.399
S5 1.8141 0.8350 -1.1834  -0.310
C28 3.4011 0.2359 -1.0277  0.467
N3 4.2815 0.6409 -1.9818  -0.010
C29 5.5851 0.2769 -2.0453  -0.320
C30 6.1004 -0.5521 -1.1030  -0.643
C31 5.2392 -1.0077 -0.0863  -0.528
C32 3.9257 -0.6283 -0.0419  -0.459
H24 3.9097 1.2740 -2.6769  0.226
H25 6.1509 0.6886 -2.8677  0.424
H26 7.1390 -0.8431 -1.1417  0.398
H27 5.6218 -1.6701 0.6796  0.442
H28 3.2683 -0.9812 0.7329  0.540

Total charge = 0
Frontier orbital gap (alpha / beta) = 6.1 / 6.2 eV
Spin multiplicity = 4

The following largest force on an atom values (in eV/A) correspond, in order, to the records above: 3.381; 3.451; 1.372; 0.411.
The following molecular weight values (in g/mol) correspond, in order, to the records above: 103.12; 89.03; 438.48; 714.92.